#1
{"formula": "C4H3Cl2N", "method": "the ωB97M-V functional and the def2-TZVPD basis", "e_lumo_ev": 0.77, "smiles": "Clc1c[nH]cc1Cl", "homo_energy_ev": -8.62, "symbols": ["Cl", "C", "C", "N", "C", "C", "Cl", "H", "H", "H"], "xyz": [[0.20677, 2.09562, 0.05378], [-0.45256, 0.55527, -0.06099], [-1.77940, 0.22863, -0.10601], [-1.99521, -1.10949, -0.04557], [-0.76839, -1.66517, 0.16864], [0.20619, -0.68382, 0.04879], [1.95498, -0.88443, -0.05708], [-2.65778, 0.85832, -0.17437], [-2.82854, -1.58826, -0.06932], [-0.53195, -2.70337, 0.31625]], "mulliken_charge": [-0.2003, 0.2308, -0.5389, 0.0436, -0.5368, 0.3038, -0.1971, 0.3814, 0.1381, 0.3753]}

#2
{"formula": "C4H3Cl2N", "method": "the ωB97M-V functional and the def2-TZVPD basis", "e_lumo_ev": 0.59, "smiles": "ClC#CCl.CC#N", "homo_energy_ev": -9.70, "symbols": ["Cl", "C", "C", "Cl", "C", "C", "N", "H", "H", "H"], "xyz": [[0.41646, -3.55663, -0.94578], [0.29186, -2.53648, 0.33311], [0.38741, -1.84809, 1.28968], [0.59356, -0.73189, 2.46105], [0.12922, 1.83326, -0.55086], [-0.92402, 0.77964, -0.51385], [-1.75766, 0.03103, -0.46404], [0.57776, 1.76024, -1.51543], [0.64283, 1.56306, 0.30653], [-0.35742, 2.70586, -0.40042]], "mulliken_charge": [-0.1669, 0.3514, -0.0227, -0.1719, -0.6765, 0.2283, -0.3439, 0.2749, 0.2262, 0.3011]}

#3
{"formula": "C4H3Cl2N", "method": "the ωB97M-V functional and the def2-TZVPD basis", "e_lumo_ev": 0.46, "homo_energy_ev": -9.59, "symbols": ["C", "C", "C", "C", "N", "Cl", "Cl", "H", "H", "H"], "xyz": [[-0.50689, -0.26379, 0.08856], [1.43289, -0.48769, -0.19546], [-1.72429, -0.27825, 0.58698], [0.58544, 0.69373, -0.64548], [0.49945, -1.25358, 0.26597], [3.07589, -0.76186, -0.15465], [0.89078, 2.25125, 0.12622], [-2.07386, -1.15482, 1.20419], [-2.53049, 0.52284, 0.37226], [0.35109, 0.73216, -1.64858]], "mulliken_charge": [0.2294, 0.2651, -0.6366, 0.1544, -0.5275, -0.1445, -0.1545, 0.2611, 0.2232, 0.3299]}

Most stable pick: #1. Distance to second place: 166.8 kJ/mol.

#1
{"formula": "C9H6N4", "method": "the ωB97M-V functional and the def2-TZVPD basis", "e_lumo_ev": -0.10, "smiles": "N#CC(C#N)/C=N\\c1cccnc1", "homo_energy_ev": -9.55, "symbols": ["N", "C", "C", "C", "N", "C", "N", "C", "C", "C", "C", "N", "C", "H", "H", "H", "H", "H", "H"], "xyz": [[-0.97805, -0.37169, 2.67441], [-1.42889, -0.37107, 1.59884], [-2.13469, -0.52964, 0.31052], [-2.58346, 0.78892, -0.10771], [-2.93488, 1.85618, -0.34950], [-1.55798, -1.32401, -0.84388], [-0.35330, -1.33707, -1.26477], [0.63972, -0.52434, -0.61654], [0.61405, 0.85383, -0.61633], [1.73023, 1.53243, -0.12705], [2.76955, 0.83856, 0.40164], [2.73626, -0.49592, 0.54972], [1.72569, -1.14229, 0.02214], [-3.03964, -1.03097, 0.65236], [-2.29146, -1.82322, -1.43208], [-0.18778, 1.33797, -1.25141], [1.73156, 2.64235, -0.28290], [3.74751, 1.36914, 0.63430], [1.79554, -2.26917, 0.04825]], "mulliken_charge": [-0.4263, -0.0421, 0.7448, -0.0904, -0.4218, -0.2625, -0.5475, 0.3528, 0.1118, -0.4974, -0.2475, -0.5610, -0.2333, 0.3995, 0.4390, 0.3450, 0.3254, 0.2915, 0.3201]}

#2
{"formula": "C9H6N4", "method": "the ωB97M-V functional and the def2-TZVPD basis", "e_lumo_ev": -1.08, "smiles": "C1=C[C@]23C=NN=C2N=CC=NC3=C1", "homo_energy_ev": -8.71, "symbols": ["C", "C", "C", "C", "N", "N", "C", "N", "C", "C", "N", "C", "C", "H", "H", "H", "H", "H", "H"], "xyz": [[1.35798, 1.33182, 0.55444], [0.03237, 1.51218, 0.77429], [-0.75614, 0.57616, -0.08350], [-1.35683, 1.64948, -0.97692], [-2.62244, 1.74760, -0.84745], [-3.12604, 0.79139, -0.02702], [-2.18687, 0.04968, 0.43360], [-2.24883, -1.15578, 1.00410], [-1.63571, -2.17050, 0.50612], [-0.77158, -2.31563, -0.65986], [0.13317, -1.54670, -1.16741], [0.40209, -0.32199, -0.68243], [1.58925, 0.24304, -0.33443], [2.14609, 1.89361, 1.02663], [-0.42152, 2.29611, 1.35610], [-0.79713, 2.33432, -1.58577], [-1.82231, -3.10180, 1.03503], [-0.80968, -3.30407, -1.11203], [2.54954, -0.15292, -0.60594]], "mulliken_charge": [-0.5170, -1.0265, 1.6569, -0.4292, -0.4577, -0.4648, 0.1933, -0.5223, -0.0184, -0.1495, -0.5930, 0.0720, -0.4988, 0.4708, 0.4747, 0.5442, 0.3844, 0.3776, 0.5036]}

Most stable pick: #1. Distance to second place: 194.5 kJ/mol.

#1
{"formula": "C3H6ClN", "method": "the ωB97M-V functional and the def2-TZVPD basis", "e_lumo_ev": 0.85, "smiles": "CC(C)=NCl", "homo_energy_ev": -9.96, "symbols": ["C", "C", "C", "N", "Cl", "H", "H", "H", "H", "H", "H"], "xyz": [[-0.98321, -0.26080, 0.80976], [0.57152, 0.54315, 0.90200], [1.15154, 0.06578, -0.42401], [1.37022, 1.34914, 1.61415], [0.65904, 2.03147, 3.06265], [-1.79099, 0.05477, 1.52709], [-0.83791, -1.22704, 1.15176], [-1.15620, 0.01965, -0.25863], [1.21380, -1.00884, -0.43187], [2.21185, 0.54287, -0.50595], [0.62327, 0.60054, -1.21729]], "mulliken_charge": [-0.8625, 0.5664, -1.1092, -0.3537, -0.1558, 0.3037, 0.3397, 0.2903, 0.3089, 0.3041, 0.3680]}

#2
{"formula": "C3H6ClN", "method": "the ωB97M-V functional and the def2-TZVPD basis", "e_lumo_ev": 0.92, "smiles": "C=C(Cl)CN", "homo_energy_ev": -9.47, "symbols": ["C", "C", "Cl", "C", "N", "H", "H", "H", "H", "H", "H"], "xyz": [[-1.03663, 1.56736, -0.16336], [-0.28641, 0.52058, -0.03837], [-1.03122, -1.01617, 0.04248], [1.19534, 0.52851, 0.32528], [1.94718, -0.52548, -0.19958], [-2.08364, 1.38836, -0.10650], [-0.67652, 2.63990, -0.29407], [1.44550, 1.58101, 0.12665], [1.20789, 0.51795, 1.45416], [2.96481, -0.39182, -0.04806], [1.80877, -0.48080, -1.19848]], "mulliken_charge": [-0.7963, 0.3718, -0.1901, -0.3581, -0.5449, 0.2754, 0.2356, 0.2702, 0.2796, 0.2395, 0.2172]}

#3
{"formula": "C3H6ClN", "method": "the ωB97M-V functional and the def2-TZVPD basis", "e_lumo_ev": -0.19, "homo_energy_ev": -9.21, "symbols": ["C", "C", "C", "N", "Cl", "H", "H", "H", "H", "H", "H"], "xyz": [[-2.23604, 0.27556, 0.15784], [1.33018, -0.46495, -0.03274], [0.06131, 0.33000, -0.43289], [-0.98701, 0.26866, 0.38353], [-0.03646, 0.28655, -2.21049], [-2.94666, 0.48454, 1.02560], [-2.67983, 0.07888, -0.88181], [1.48830, -0.34008, 1.15194], [1.11774, -1.48747, 0.03202], [2.18135, -0.13115, -0.45913], [0.33829, 1.98832, -0.26466]], "mulliken_charge": [-0.2561, -1.1656, 0.1670, -0.2878, -0.1884, 0.2459, 0.2058, 0.2709, 0.3824, 0.3971, 0.2290]}

Most stable pick: #2. Distance to second place: 162.1 kJ/mol.

#1
{"formula": "C3H6ClN", "method": "the ωB97M-V functional and the def2-TZVPD basis", "e_lumo_ev": 0.78, "smiles": "C[C@H]1CN1Cl", "homo_energy_ev": -9.60, "symbols": ["C", "C", "C", "N", "Cl", "H", "H", "H", "H", "H", "H"], "xyz": [[0.60622, -0.84371, -0.31984], [-0.66588, -0.45941, 0.22223], [-0.76031, 0.96545, 0.61957], [-1.57105, 0.25649, -0.61084], [-3.28125, 0.00009, -0.12672], [0.78545, -0.53239, -1.33513], [0.56905, -1.91309, -0.36408], [1.42914, -0.64497, 0.39417], [-1.05155, -1.16948, 0.86659], [-1.26611, 1.26110, 1.53287], [0.09440, 1.53290, 0.42806]], "mulliken_charge": [-1.5409, 0.3918, -0.4964, -0.3461, -0.1415, 0.3910, 0.3526, 0.3228, 0.4744, 0.2918, 0.3006]}

#2
{"formula": "C3H6ClN", "method": "the ωB97M-V functional and the def2-TZVPD basis", "e_lumo_ev": 0.97, "smiles": "ClC1CNC1", "homo_energy_ev": -9.17, "symbols": ["Cl", "C", "C", "N", "C", "H", "H", "H", "H", "H", "H"], "xyz": [[-1.01426, 1.20140, -1.77057], [-0.85861, 0.35162, -0.24516], [0.43769, 0.83389, 0.52732], [1.15761, -0.36938, 0.08228], [-0.10820, -1.01802, -0.36131], [-1.82082, 0.42832, 0.27533], [0.30409, 0.93503, 1.59940], [0.81424, 1.77895, 0.07441], [1.68996, -0.89224, 0.82130], [-0.11145, -1.48872, -1.34841], [-0.49025, -1.76084, 0.34542]], "mulliken_charge": [-0.2182, 0.0909, -0.5248, -0.4645, -0.4787, 0.3058, 0.2572, 0.2712, 0.2489, 0.2832, 0.2289]}

Most stable pick: #2. Distance to second place: 161.1 kJ/mol.

#1
{"formula": "C7H11N", "method": "the ωB97M-V functional and the def2-TZVPD basis", "e_lumo_ev": 1.03, "smiles": "N[C@H]1[C@H]2CC=C[C@@H]1C2", "homo_energy_ev": -9.09, "symbols": ["N", "C", "C", "C", "C", "C", "C", "C", "H", "H", "H", "H", "H", "H", "H", "H", "H", "H", "H"], "xyz": [[1.62247, -1.20409, -0.43463], [1.21984, 0.18037, -0.18331], [0.04009, 0.73316, -1.00881], [-1.14698, -0.26641, -1.12984], [-1.41240, -0.85409, 0.20901], [-0.72476, -0.56143, 1.26728], [0.39690, 0.47227, 1.08418], [-0.18960, 1.64404, 0.24600], [2.36934, -1.48089, 0.27691], [0.86356, -1.78446, -0.07363], [2.04338, 0.87666, -0.22887], [0.05902, 1.35559, -1.92361], [-0.89301, -1.13880, -1.73877], [-2.05801, 0.23998, -1.46708], [-2.15528, -1.67155, 0.15487], [-0.90571, -1.03121, 2.18578], [0.95232, 0.57750, 2.10600], [-1.24629, 1.86486, 0.55903], [0.51484, 2.53353, 0.28464]], "mulliken_charge": [-0.7805, -0.5340, -0.1126, -0.8047, -0.4534, -0.7662, 0.2079, -0.8933, 0.2833, 0.3573, 0.5453, 0.3579, 0.3902, 0.4255, 0.3083, 0.4583, 0.3385, 0.3567, 0.3156]}

#2
{"formula": "C7H11N", "method": "the ωB97M-V functional and the def2-TZVPD basis", "e_lumo_ev": 1.02, "smiles": "CCc1c[nH]cc1C", "homo_energy_ev": -7.55, "symbols": ["C", "C", "C", "C", "N", "C", "C", "C", "H", "H", "H", "H", "H", "H", "H", "H", "H", "H", "H"], "xyz": [[-1.52101, 1.46179, -1.46753], [-0.24978, 1.76055, -0.64328], [0.12999, 0.56490, 0.07066], [0.28344, 0.55412, 1.54861], [0.63081, -0.67853, 1.97740], [0.54744, -1.54409, 1.00006], [0.30228, -0.80798, -0.25358], [0.22628, -1.52033, -1.58060], [-2.31133, 1.62538, -0.77884], [-1.73820, 2.18117, -2.37906], [-1.47531, 0.40664, -1.95695], [-0.31867, 2.64622, 0.11875], [0.44244, 2.27582, -1.09971], [0.44030, 1.49182, 2.11873], [0.94699, -0.96276, 2.87456], [0.76179, -2.59337, 1.22232], [0.87046, -2.43972, -1.77212], [-0.78366, -1.84407, -1.87726], [0.43776, -0.85122, -2.35824]], "mulliken_charge": [-0.9592, -0.6802, 0.4983, -0.9264, 0.0571, -0.8152, 0.8915, -1.5948, 0.2832, 0.2742, 0.2246, 0.2922, 0.4859, 0.3037, 0.1871, 0.3676, 0.3199, 0.3490, 0.4414]}

Most stable pick: #1. Distance to second place: 18.8 kJ/mol.

#1
{"formula": "C18H25F3N4O4", "method": "the ωB97M-V functional and the def2-TZVPD basis", "e_lumo_ev": 0.58, "smiles": "CCCc1ncoc1C(=O)NC1(CNC(=O)[C@@H](NC(=O)C(F)(F)F)C(C)C)CC1", "homo_energy_ev": -9.47, "symbols": ["C", "C", "C", "C", "N", "C", "O", "C", "C", "O", "N", "C", "C", "N", "C", "O", "C", "N", "C", "O", "C", "F", "F", "F", "C", "C", "C", "C", "C", "H", "H", "H", "H", "H", "H", "H", "H", "H", "H", "H", "H", "H", "H", "H", "H", "H", "H", "H", "H", "H", "H", "H", "H", "H"], "xyz": [[1.75990, 5.74030, 1.49000], [0.31323, 5.34973, 1.22320], [-0.28137, 4.55118, 2.38703], [-1.69969, 4.17717, 2.13901], [-2.76116, 4.96680, 2.57256], [-3.81488, 4.35850, 2.15880], [-3.58420, 3.22372, 1.47672], [-2.21112, 3.12221, 1.46276], [-1.57760, 1.98678, 0.77794], [-0.35889, 1.90363, 0.70490], [-2.42375, 1.06163, 0.26989], [-1.96162, -0.09302, -0.45775], [-1.04868, -1.04195, 0.30265], [0.36423, -0.81921, -0.01639], [1.24777, -1.79652, 0.44358], [1.92543, -1.69507, 1.43832], [1.28468, -3.03467, -0.45744], [2.05990, -2.64335, -1.62946], [1.45652, -2.33251, -2.78913], [0.27036, -2.39250, -3.02237], [2.41202, -1.86711, -3.91111], [3.69248, -1.78737, -3.49524], [2.37202, -2.72361, -4.93330], [2.05313, -0.66381, -4.35466], [1.82238, -4.29093, 0.21956], [1.94701, -5.43591, -0.78152], [0.89889, -4.68140, 1.37017], [-2.96326, -0.65783, -1.42504], [-1.73995, 0.04845, -1.93338], [2.17837, 6.30439, 0.65613], [1.84102, 6.35835, 2.38650], [2.37906, 4.85368, 1.63886], [-0.29408, 6.24260, 1.05325], [0.25083, 4.74040, 0.31865], [0.30731, 3.64497, 2.53422], [-0.24328, 5.14411, 3.30293], [-4.84494, 4.64489, 2.29357], [-3.41133, 1.17670, 0.42467], [-1.23565, -0.93900, 1.37663], [-1.30469, -2.06751, 0.02697], [0.61986, 0.08699, 0.37236], [0.27891, -3.21831, -0.84037], [3.04841, -2.47604, -1.52833], [2.80790, -4.05340, 0.63211], [0.97899, -5.65427, -1.24031], [2.65177, -5.20823, -1.58094], [2.28991, -6.34133, -0.27975], [-0.10253, -4.91283, 0.99528], [1.27485, -5.57266, 1.87323], [0.81903, -3.88743, 2.11149], [-3.01428, -1.73330, -1.52491], [-3.91756, -0.15411, -1.51492], [-1.86582, 1.03588, -2.35483], [-0.94580, -0.54786, -2.36282]], "mulliken_charge": [-1.2776, -0.2277, -0.8908, 0.4293, -0.6059, -0.3116, -0.4489, 0.8643, 0.2590, -0.8468, -0.1796, 0.9104, -1.1539, 0.3133, -0.5051, -0.6153, 0.1083, -0.1389, 0.2407, -0.6282, 0.8864, -0.3026, -0.2600, -0.2481, 0.6262, -1.5351, -1.5663, -0.9788, -0.3378, 0.3684, 0.3263, 0.3227, 0.3450, 0.2654, 0.3129, 0.4257, 0.4180, 0.3140, 0.3826, 0.5488, 0.2877, 0.4728, 0.3401, 0.2576, 0.3472, 0.3452, 0.4545, 0.3588, 0.4197, 0.3913, 0.2399, 0.3273, 0.2811, -0.1317]}

#2
{"formula": "C18H25F3N4O4", "method": "the ωB97M-V functional and the def2-TZVPD basis", "e_lumo_ev": 0.63, "smiles": "CCCc1ncoc1C(=O)NC1(CNC(=O)[C@@H](NC(=O)C(F)(F)F)C(C)C)CC1", "homo_energy_ev": -9.48, "symbols": ["C", "C", "C", "C", "N", "C", "O", "C", "C", "O", "N", "C", "C", "N", "C", "O", "C", "N", "C", "O", "C", "F", "F", "F", "C", "C", "C", "C", "C", "H", "H", "H", "H", "H", "H", "H", "H", "H", "H", "H", "H", "H", "H", "H", "H", "H", "H", "H", "H", "H", "H", "H", "H", "H"], "xyz": [[1.78600, 4.95531, -0.17653], [0.55834, 4.27317, 0.41040], [0.89530, 2.89259, 0.97933], [-0.29770, 2.22194, 1.56303], [-0.67072, 2.40839, 2.88977], [-1.75034, 1.72154, 3.02577], [-2.15973, 1.08416, 1.91954], [-1.21562, 1.41379, 0.97752], [-1.31597, 0.85539, -0.37794], [-0.51090, 1.18360, -1.24509], [-2.32595, -0.02361, -0.56882], [-2.52115, -0.75127, -1.79515], [-1.74191, -2.03437, -1.93512], [-0.29808, -1.78167, -2.15612], [0.56017, -2.47826, -1.28683], [0.99562, -3.57415, -1.53348], [1.08495, -1.73991, -0.03700], [0.93478, -2.61191, 1.11631], [-0.22400, -2.69004, 1.77848], [-1.22303, -2.03785, 1.55212], [-0.24795, -3.70299, 2.94472], [0.92286, -4.35343, 3.08539], [-0.50604, -3.07506, 4.09293], [-1.19887, -4.61514, 2.73999], [2.55231, -1.34453, -0.22987], [3.07633, -0.59462, 0.99080], [2.69836, -0.50074, -1.49515], [-3.91227, -0.70469, -2.35881], [-2.80370, 0.06192, -3.02165], [1.53826, 5.93591, -0.58335], [2.55872, 5.09384, 0.58247], [2.21395, 4.35690, -0.98336], [0.12391, 4.89065, 1.20062], [-0.20761, 4.15355, -0.35969], [1.30411, 2.27231, 0.18114], [1.64993, 2.99051, 1.76350], [-2.35399, 1.59846, 3.90976], [-2.77521, -0.38423, 0.26036], [-1.89507, -2.63969, -1.03632], [-2.14905, -2.59930, -2.77637], [-0.14756, -0.78094, -2.03564], [0.49515, -0.84344, 0.15260], [1.65631, -3.29013, 1.30359], [3.12131, -2.27151, -0.36350], [2.49157, 0.31213, 1.16470], [3.03381, -1.19718, 1.89858], [4.11421, -0.29851, 0.83463], [2.06432, 0.38808, -1.44433], [3.73134, -0.17337, -1.61357], [2.42330, -1.06050, -2.39086], [-4.28940, -1.59553, -2.84142], [-4.64926, -0.14426, -1.80099], [-2.78804, 1.13624, -2.91444], [-2.40610, -0.30758, -3.95664]], "mulliken_charge": [-1.2919, -0.3554, -0.1932, 0.6351, -0.6221, -0.4138, -0.4416, 0.8420, -0.2269, -0.7147, 0.0256, 0.7490, -0.9816, -0.1632, -0.7423, -0.5752, 2.2673, -0.1491, -0.0280, -0.5102, 0.9265, -0.2962, -0.2521, -0.2573, 0.3813, -1.4611, -1.4497, -0.6425, -0.6913, 0.3933, 0.3302, 0.2920, 0.3749, 0.2912, -0.4006, 0.5265, 0.4425, 0.3986, 0.2265, 0.4666, 0.5381, -1.2248, 0.4675, 0.3840, 0.2457, 0.3456, 0.4609, 0.1880, 0.4794, 0.4227, 0.2499, 0.2796, 0.2208, 0.2336]}

Most stable pick: #2. Distance to second place: 8.9 kJ/mol.